Entry 1:
Here is a molecular structure, CH3INO at a distorted geometry from the Open Molecules 2025 dataset. Energies are from ωB97M-V/def2-TZVPD.

Cartesian coordinates (Å):
C 0.1258 0.6344 -0.1192
N 0.5162 -0.7061 0.1786
O -0.2832 -0.9461 1.7074
I -0.3117 -2.1850 -1.0444
H -0.7426 1.1574 0.3178
H 1.0094 1.2664 0.0906
H -0.3139 0.7789 -1.1308

Calculated values
charge	-1
E_HOMO	-3.03	eV
DFT total energy	-12720.2764	eV
lowest unoccupied orbital energy	3.36	eV

Atom charges from the Löwdin analysis, given in e for atoms 1 to 4: -0.382, -0.663, -0.581, 0.488


Entry 2:
Here is C5H12S in the gas phase at a distorted geometry from the Open Molecules 2025 dataset. Energies are from ωB97M-V/def2-TZVPD.

Cartesian coordinates (Å):
C -0.1466 1.9305 0.2726
C 1.9212 0.1869 0.2838
C 2.7220 -0.9326 -0.3614
C -2.5959 -0.4130 -0.3223
C -1.5974 -0.2602 0.8279
S 0.2534 0.3279 0.1473
H -1.2940 2.0792 0.1065
H 0.5935 2.5316 -0.2382
H 2.4110 0.6115 1.1434
H 3.4026 -1.4876 0.3229
H 2.0470 -1.6849 -0.7226
H 3.3010 -0.7714 -1.3102
H -2.7314 0.5260 -0.8251
H -2.3457 -1.2091 -0.9709
H -3.5762 -0.6374 0.1493
H -1.1343 -1.1127 1.3063
H -1.7065 0.7067 1.3252
H 0.4765 -0.3915 -1.1345

Calculated values
charge	0
E_HOMO (alpha / beta)	-5.10 / -7.85	eV
DFT total energy	-16206.1009	eV
lowest unoccupied orbital energy (alpha / beta)	0.79 / -0.97	eV
multiplicity	3

Atom charges from the Löwdin analysis, given in e for atoms 1 to 4: -0.367, -0.406, -0.174, -0.159


Entry 3:
Here is 2 unconnected molecules or ions with the total composition CHBrClNO at a distorted geometry from the Open Molecules 2025 dataset. Energies are from ωB97M-V/def2-TZVPD.

Cartesian coordinates (Å):
C -0.9269 -1.5095 -1.8317
N -0.7085 -1.1250 -0.5979
O -1.1025 -1.7251 0.3948
Cl -0.3884 -0.7141 -3.2229
Br -1.8881 -3.1467 -1.9911
H 0.2494 0.3766 0.2914

Calculated values
charge	0
E_HOMO (alpha / beta)	-9.76 / -9.43	eV
DFT total energy	-87149.5316	eV
lowest unoccupied orbital energy (alpha / beta)	-0.42 / -2.01	eV

Atom charges from the Löwdin analysis, given in e for atoms 1 to 4: -1.216, -0.244, -0.078, 0.642


Entry 4:
Here is C6H10O in the gas phase at a distorted geometry from the Open Molecules 2025 dataset. Energies are from ωB97M-V/def2-TZVPD.

Cartesian coordinates (Å):
C 1.9925 0.5806 -0.1065
C 0.9034 -0.4874 -0.2828
C 0.0605 -0.7690 1.0020
C -1.1970 -0.3053 0.2957
O -2.4230 -0.9450 0.4204
C -1.1070 0.9987 -0.4056
C -0.4441 -0.2252 -0.9993
H 2.7557 0.1987 0.5886
H 1.6131 1.5065 0.3416
H 2.5075 0.8445 -1.0372
H 1.3842 -1.3775 -0.7054
H 0.3039 -0.2433 1.9277
H 0.0053 -1.8506 1.1531
H -3.0787 -0.2549 0.5678
H -1.9888 1.3479 -0.9397
H -0.5229 1.7817 0.0774
H -0.8676 -0.8705 -1.7534

Calculated values
charge	0
E_HOMO	-8.79	eV
DFT total energy	-8429.5288	eV
lowest unoccupied orbital energy	0.98	eV
structure (SMILES)	C[C@H]1C[C@@]2(O)C[C@@H]12

Atom charges from the Löwdin analysis, given in e for atoms 1 to 4: -0.072, -0.287, -0.059, -0.499


Entry 5:
Here is a molecular structure, C40H58IrN4O2 at a distorted geometry from the Open Molecules 2025 dataset. Energies are from ωB97M-V/def2-TZVPD.

Cartesian coordinates (Å):
Ir -1.7060 -0.6042 0.4863
C -4.6624 -1.1827 -0.1770
N -3.9321 -0.1414 0.5944
C -4.5088 -0.1214 1.9503
C -4.0814 1.1971 -0.0276
C -2.7460 1.9027 -0.1274
N -1.7575 1.0053 -0.7502
C -2.1653 0.6823 -2.1769
C -1.2454 -0.3035 -2.8129
C -0.5492 -0.0572 -3.9868
C 0.2299 -1.0616 -4.5445
C 0.3442 -2.2538 -3.8261
C -0.3011 -2.5209 -2.6185
C -1.1781 -1.5300 -2.1696
O -2.0292 -1.6839 -1.1115
C 0.0456 -3.8314 -1.8909
C -0.3857 -5.0224 -2.7574
C -0.5921 -4.0028 -0.5054
C 1.5681 -3.8711 -1.6763
C 0.9527 -0.9130 -5.8815
C 0.6732 0.4404 -6.5352
C 2.4668 -1.0462 -5.6653
C 0.4739 -2.0166 -6.8356
C -0.3911 1.6032 -0.8316
C 0.3320 1.7814 0.4527
C 0.7065 3.0390 0.9254
C 1.5853 3.1554 1.9849
C 2.0993 1.9594 2.5148
C 1.7608 0.6850 2.0690
C 0.7882 0.6101 1.0448
O 0.2887 -0.5720 0.6099
C 2.5080 -0.5611 2.5677
C 3.5496 -0.2137 3.6326
C 3.2417 -1.1777 1.3643
C 1.5726 -1.6175 3.1729
C 2.0675 4.5060 2.5169
C 1.4271 5.6733 1.7653
C 3.5910 4.5987 2.3444
C 1.7208 4.6405 4.0016
H -5.7302 -0.9461 -0.2231
H -4.2527 -1.2670 -1.1764
H -4.5321 -2.1443 0.3156
H -5.5836 0.0679 1.8870
H -4.3562 -1.0803 2.4377
H -4.0455 0.6601 2.5497
H -4.5487 1.0872 -1.0031
H -4.7530 1.8244 0.5627
H -2.8606 2.8157 -0.7217
H -2.3547 2.1928 0.8490
H -3.1785 0.2984 -2.1498
H -2.1629 1.6187 -2.7417
H -0.6361 0.9127 -4.4616
H 0.9968 -3.0212 -4.2250
H -1.4633 -5.0028 -2.9324
H 0.1151 -5.0197 -3.7264
H -0.1385 -5.9606 -2.2556
H -1.6730 -4.1241 -0.5598
H -0.1668 -4.8968 -0.0435
H -0.3616 -3.1533 0.1443
H 2.1216 -3.8021 -2.6126
H 1.8836 -3.0446 -1.0352
H 1.8482 -4.8087 -1.1914
H 1.0472 1.2686 -5.9287
H 1.1788 0.4863 -7.5006
H -0.3940 0.5901 -6.7134
H 2.8235 -0.3029 -4.9493
H 2.7349 -2.0348 -5.2891
H 2.9956 -0.8923 -6.6080
H -0.6054 -1.9552 -6.9888
H 0.9628 -1.9103 -7.8061
H 0.7046 -3.0112 -6.4514
H 0.1787 0.9097 -1.4491
H -0.4768 2.5498 -1.3733
H 0.3425 3.9181 0.4069
H 2.8272 2.0408 3.3107
H 4.3183 0.4587 3.2479
H 3.0952 0.2445 4.5148
H 4.0458 -1.1305 3.9548
H 3.9302 -0.4545 0.9226
H 3.8187 -2.0475 1.6864
H 2.5369 -1.4978 0.5974
H 1.1595 -1.2706 4.1235
H 0.7639 -1.8700 2.4934
H 2.1404 -2.5283 3.3751
H 1.6984 5.6733 0.7071
H 0.3375 5.6585 1.8479
H 1.7764 6.6130 2.1945
H 3.8731 4.4680 1.2976
H 3.9449 5.5775 2.6739
H 4.1113 3.8413 2.9325
H 0.6413 4.6064 4.1574
H 2.1656 3.8443 4.5978
H 2.0893 5.5941 4.3858
N -0.2267 2.7379 6.0056
C -0.6102 1.8190 5.4356
C -1.1028 0.6699 4.7251
C -1.4043 -0.4943 5.4189
C -1.8287 -1.5979 4.7059
C -1.9421 -1.4942 3.3373
N -1.6700 -0.3685 2.6617
C -1.2430 0.7040 3.3399
H -1.2986 -0.5281 6.4949
H -2.0752 -2.5271 5.1986
H -2.2772 -2.3416 2.7471
H -1.0169 1.6038 2.7825

Calculated values
charge	+1
E_HOMO	-10.35	eV
DFT total energy	-55310.5296	eV
lowest unoccupied orbital energy	-3.56	eV

Atom charges from the Löwdin analysis, given in e for atoms 1 to 4: 1.432, -0.067, -0.333, -0.079


Entry 6:
Here is C6H7NOSe in the gas phase at a distorted geometry from the Open Molecules 2025 dataset. Energies are from ωB97M-V/def2-TZVPD.

Cartesian coordinates (Å):
C -1.0445 -1.6840 -0.7674
C -1.7619 -0.5704 -0.5898
C 0.3267 -1.9731 -0.3111
C -1.5167 0.8307 -0.0361
C -0.4097 1.6448 0.1681
C 2.5152 1.1304 0.8719
N 1.3215 -1.1626 -0.2317
O -2.7024 1.3460 0.0605
Se 1.1437 0.6680 -0.5011
H -1.4335 -2.6658 -1.0495
H -2.8101 -0.6511 -0.6419
H 0.5205 -3.0317 -0.2640
H 2.2132 0.6897 1.8760
H 3.5068 0.8419 0.4340
H 2.7166 2.2577 0.9755
H -2.5855 2.3294 0.0064

Calculated values
charge	0
E_HOMO	-7.87	eV
DFT total energy	-75213.6240	eV
lowest unoccupied orbital energy	-0.33	eV

Atom charges from the Löwdin analysis, given in e for atoms 1 to 4: -0.096, -0.020, -0.244, -0.571


Entry 7:
Here is a molecular structure, C3H4AlFO3 at a distorted geometry from the Open Molecules 2025 dataset. Energies are from ωB97M-V/def2-TZVPD.

Cartesian coordinates (Å):
C -1.6766 -0.4802 0.7829
C -0.6073 0.3733 0.7217
H -2.1357 -0.7525 -0.1717
H -1.7345 -1.1920 1.6122
F 0.0088 0.7145 1.8706
H -0.3526 1.1390 -0.0198
Al -3.2518 0.8685 1.3962
O 2.4989 0.1405 -2.0238
C 1.6219 -0.0024 -0.9800
O 1.9326 -0.7615 -0.0538
O 0.4635 0.4209 -1.2534
H 3.2329 -0.4679 -1.8812

Calculated values
charge	+1
E_HOMO (alpha / beta)	-13.91 / -13.76	eV
DFT total energy	-18621.4421	eV
lowest unoccupied orbital energy (alpha / beta)	-5.37 / -8.01	eV
multiplicity	2

Atom charges from the Löwdin analysis, given in e for atoms 1 to 4: -0.216, -0.223, 0.093, 0.105


Entry 8:
Here is 2 unconnected molecules or ions with the total composition C12H22N3O2S at a distorted geometry from the Open Molecules 2025 dataset. Energies are from ωB97M-V/def2-TZVPD.

Cartesian coordinates (Å):
N -1.8254 -4.0509 3.1070
S -2.6728 -2.5673 3.4632
N -4.0698 -2.5598 2.4746
C -1.5595 -1.2698 2.7406
C -0.4751 -0.7724 3.7590
C 0.6705 0.0802 3.1078
C 1.1046 -0.3877 1.6834
N 0.1859 0.0250 0.6014
C -0.5569 1.1844 0.6238
C -1.3203 1.1335 -0.5965
C -0.9788 -0.1010 -1.3144
C 0.0023 -0.7892 -0.5040
H -0.8325 -3.7635 3.1358
H -1.9945 -4.1854 2.0951
H -3.8888 -2.0512 1.5981
H -4.2470 -3.5435 2.2336
H -1.1382 -1.7432 1.8126
H -2.1851 -0.4131 2.3705
H -0.1054 -1.6234 4.3936
H -1.0069 -0.0968 4.4835
H 0.4490 1.1760 3.1356
H 1.5742 -0.0382 3.7641
H 2.0887 0.1157 1.4712
H 1.3263 -1.4851 1.6157
H -0.5389 1.9428 1.4192
H -2.0410 1.9354 -0.8442
H -1.4043 -0.4302 -2.2801
H 0.5044 -1.7568 -0.6726
O 4.4501 2.4141 -5.1464
C 3.4106 2.2153 -4.5911
O 3.2774 1.4063 -3.5032
C 1.8917 1.2976 -3.1508
C 1.2295 2.5237 -3.7484
C 2.0629 2.7659 -4.9967
H 1.4979 0.3669 -3.5691
H 1.7917 1.2668 -2.0658
H 0.1669 2.3847 -3.9483
H 1.3351 3.3713 -3.0666
H 1.6910 2.1991 -5.8522
H 2.1303 3.8242 -5.2388

Calculated values
charge	+1
E_HOMO	-11.58	eV
DFT total energy	-32192.7081	eV
lowest unoccupied orbital energy	-3.45	eV

Atom charges from the Löwdin analysis, given in e for atoms 1 to 4: -0.173, 1.090, -0.174, -0.341


Entry 9:
Here is C7H12 in the gas phase from the Open Molecules 2025 dataset. Energies are from ωB97M-V/def2-TZVPD.

Cartesian coordinates (Å):
C 0.9122 -1.6330 -0.5883
C 1.0438 -0.1763 -0.9668
C -0.0463 0.8595 -0.9849
C -1.4230 0.4905 -0.4634
C -1.2052 -0.0464 0.9658
C 0.1348 0.5652 1.4053
C 0.9460 0.8566 0.1470
H 0.0317 -2.1412 -0.9914
H 1.8022 -2.1867 -0.8944
H 0.8659 -1.7002 0.5006
H 1.7978 0.0287 -1.7313
H 0.0094 1.6489 -1.7279
H -2.0571 1.3834 -0.4338
H -1.9241 -0.2401 -1.1079
H -2.0064 0.2625 1.6430
H -1.1993 -1.1408 0.9856
H 0.6324 0.0194 2.2131
H -0.0722 1.5745 1.7834
H 1.7574 1.5756 0.2464

Calculated values
charge	0
E_HOMO	-9.51	eV
DFT total energy	-7452.8239	eV
lowest unoccupied orbital energy	1.13	eV
structure (SMILES)	C[C@H]1[C@H]2CCC[C@@H]12

Atom charges from the Löwdin analysis, given in e for atoms 1 to 4: -0.063, -0.244, -0.221, -0.150